{
  "formula": "C3H5N4O3",
  "method": "ωB97M-V with the def2-TZVPD basis set",
  "smiles": "NC[C@H]1/C(=N/[O-])[N+](=O)[N+]1=O",
  "total_charge": 1,
  "gap_ev": [6.0, 8.0],
  "species": ["O", "O", "O", "N", "N", "N", "N", "C", "C", "C", "H", "H", "H", "H", "H"],
  "coordinates": [[-0.42885, 2.31749, -1.30535], [-1.48229, -0.88878, -2.73314], [1.75296, 1.87200, 0.68890], [-1.08065, -0.34203, 0.91742], [1.19179, 1.10702, -0.03340], [-0.68896, -0.58432, -1.97389], [0.05480, 1.35993, -0.73817], [0.24868, -0.80682, 1.20547], [0.97886, -0.41060, -0.10240], [-0.18874, -0.03544, -0.96738], [-1.81735, -1.00099, 0.64290], [0.66083, -0.27333, 2.17469], [0.44545, -1.84078, 1.25051], [1.82236, -0.80819, -0.54181], [-1.46889, 0.33485, 1.51565]],
  "forces_ev_per_angstrom": [[0.9, -0.3, 1.4], [-3.2, -0.6, -2.9], [0.6, 0.1, 0.1], [-1.2, -1.4, 0.3], [0.0, 0.2, 0.5], [3.3, 0.4, 2.6], [-2.0, 1.2, -3.0], [1.2, 1.7, 1.4], [-1.4, 2.4, 1.5], [0.8, -0.3, -1.6], [0.7, 0.0, 0.4], [-0.5, -1.2, -2.1], [-0.5, -1.5, 0.7], [1.8, -1.5, -0.5], [-0.4, 0.8, 1.1]]
}